Here is 10 unconnected molecules or ions with the total composition C24H72N4O10 in a non-equilibrium geometry from the OMol25 dataset. Energies are from wB97M-V/def2-TZVPD.

Output
**E**: -1928.83795 hartree
**Orbital gap**: 9.22 eV
**Total charge**: 0
**LUMO level**: 0.3 eV
**SMILES**: COC[C@H](C)N.COC[C@H](C)N.COC[C@H](C)N.COC[C@H](C)N.CCO.CCO.CCO.CCO.O.O

Last column: Löwdin charge in e.
Atoms and positions in Å:
C1 0.83209 0.41230 7.72382  -0.0782
C2 1.32298 -0.17700 6.46879  -0.3916
C3 0.33427 -0.61006 5.53414  -0.2633
O1 -0.22602 -1.87553 5.94696  -0.1577
C4 -1.43533 -2.03006 5.17535  -0.0874
N1 2.00827 1.01220 5.62131  0.0541
H1 0.01980 1.13812 7.62078  0.0843
H2 1.62465 0.94063 8.20750  0.0619
H3 0.41548 -0.39486 8.41523  0.1123
H4 1.96703 -1.00414 6.69051  0.1374
H5 0.71685 -0.76080 4.58449  0.0914
H6 -0.51097 0.19307 5.44482  0.1574
H7 -1.90715 -2.88394 5.54859  0.0723
H8 -1.12257 -2.10483 4.13897  0.0725
H9 -2.04510 -1.14201 5.16340  0.0683
H10 2.80601 1.42280 6.16245  0.0830
H11 2.44908 0.65713 4.79245  0.0194
C5 -1.67857 -1.83873 -6.58444  -0.0753
C6 -1.37738 -3.30414 -6.92454  -0.4013
C7 -0.10103 -3.76327 -6.22801  -0.2129
O2 0.16568 -5.15018 -6.48949  -0.2063
C8 1.44246 -5.49640 -5.98757  -0.1265
N2 -2.61149 -4.19263 -6.60927  0.0347
H12 -0.90400 -1.15629 -6.95883  0.0625
H13 -1.83556 -1.67895 -5.43050  0.1074
H14 -2.58594 -1.53277 -7.11949  0.0750
H15 -1.23923 -3.44874 -7.97215  0.1186
H16 -0.31168 -3.74704 -5.17387  0.1126
H17 0.80900 -3.16919 -6.58229  0.1457
H18 1.80395 -6.44430 -6.34921  0.0767
H19 1.52571 -5.45591 -4.86149  0.1028
H20 2.16439 -4.77168 -6.40820  0.0808
H21 -2.22885 -5.12827 -6.48002  0.0485
H22 -3.06805 -3.90914 -5.71922  0.0638
C9 1.91999 4.32338 3.07193  -0.0727
C10 0.70108 3.56958 2.62894  -0.4279
C11 0.44663 3.76392 1.07935  -0.2723
O3 0.30555 5.07585 0.77459  -0.1691
C12 0.00964 5.27514 -0.65938  -0.0354
N3 0.78241 2.14578 2.91954  0.0421
H23 1.55394 5.36345 3.13086  0.0864
H24 2.69491 4.08765 2.32114  0.0769
H25 2.31595 4.04108 4.06744  0.0786
H26 -0.18586 4.05723 3.14605  0.1417
H27 -0.40833 3.17903 0.77552  0.0807
H28 1.28877 3.22654 0.53062  0.1364
H29 -0.98248 4.87503 -0.86924  0.0827
H30 0.68088 4.65435 -1.27615  0.0874
H31 0.15122 6.29502 -0.88564  0.0703
H32 0.80510 1.86713 3.91794  0.0606
H33 -0.01000 1.65975 2.46387  0.0404
C13 -3.15289 2.36152 1.51677  -0.0536
C14 -2.80212 0.90613 1.74124  -0.4135
C15 -3.72612 0.00471 0.90443  -0.1624
O4 -3.78202 -1.38401 1.34304  -0.2251
C16 -4.70640 -1.63039 2.37211  -0.1114
N4 -1.38416 0.70548 1.39436  0.0594
H34 -2.37149 2.98438 2.01224  0.0847
H35 -4.20937 2.60316 1.81288  0.0997
H36 -3.12802 2.55735 0.47314  0.0653
H37 -2.94951 0.50386 2.77435  0.1459
H38 -3.37358 0.03306 -0.13536  0.1262
H39 -4.74268 0.48099 0.85380  0.1324
H40 -4.81872 -2.72193 2.39246  0.0956
H41 -5.71517 -1.23001 2.20042  0.0951
H42 -4.42973 -1.37599 3.38428  0.0757
H43 -1.12630 -0.24185 1.58634  0.0448
H44 -1.29166 0.92802 0.42237  0.0691
C17 1.46115 2.08308 -5.75165  -0.0880
C18 0.26548 2.21353 -6.72050  -0.3661
O5 -0.23826 3.49881 -6.83913  -0.0814
H45 2.18025 2.91620 -5.82168  0.0802
H46 1.85873 1.07038 -5.92841  0.0700
H47 0.99638 2.01652 -4.72842  0.0598
H48 -0.53630 1.44954 -6.55996  0.1125
H49 0.69094 1.96697 -7.70877  0.1044
H50 -1.06535 3.62743 -6.32110  0.1065
C19 5.49670 1.01134 3.28844  -0.0720
C20 4.13786 1.58722 2.70723  -0.3369
O6 3.21375 0.55030 2.54712  -0.1263
H51 6.33163 1.70098 3.05084  0.0738
H52 5.73204 0.01970 2.94685  0.0595
H53 5.60431 1.05088 4.33831  0.0370
H54 4.30337 2.17872 1.76570  0.1122
H55 3.94029 2.38009 3.44293  0.0815
H56 2.33698 1.00023 2.45221  0.0392
C21 -2.45784 -3.05458 -1.33226  -0.0839
C22 -1.96264 -4.10030 -0.27867  -0.3033
O7 -1.83306 -3.55335 1.01147  -0.1163
H57 -2.54946 -3.38718 -2.35171  0.0467
H58 -1.70323 -2.22398 -1.42259  0.0695
H59 -3.45368 -2.58479 -1.07646  0.0828
H60 -0.93706 -4.44488 -0.61163  0.1265
H61 -2.70936 -4.91179 -0.31027  0.1064
H62 -2.58519 -2.92358 1.21132  0.0779
C23 2.99442 0.71063 -2.06106  -0.0749
C24 2.39405 0.25794 -0.72775  -0.2987
O8 0.99636 0.01055 -0.86721  -0.1275
H63 3.25407 -0.18937 -2.76533  0.1055
H64 4.01511 1.17666 -1.90429  0.0883
H65 2.34143 1.36463 -2.60437  0.0387
H66 2.47384 0.98521 0.12102  0.0962
H67 2.81244 -0.69917 -0.34766  0.1190
H68 0.67233 -0.42428 -0.07581  0.0378
O9 -0.92266 0.37534 -2.98186  -0.1085
H69 -0.64109 -0.53818 -3.14049  0.0163
H70 -0.29755 0.70998 -2.27198  0.0262
O10 0.52503 -1.75506 1.80788  -0.0694
H71 1.34668 -2.26346 1.91861  0.0667
H72 -0.06123 -2.40868 1.35393  0.0345

Here is 3 unconnected molecules or ions with the total composition C20H33F9N2O7S in a non-equilibrium geometry from the OMol25 dataset. Energies are from wB97M-V/def2-TZVPD.

Output
**E**: -2714.58044 hartree
**Orbital gap**: 5.15 eV
**Total charge**: 0
**LUMO level**: -2.9 eV
**SMILES**: O=C(O)C(F)(F)C(F)(F)C(F)(F)C(=O)[C@@]1(C(F)(F)F)COS(=O)(=O)O1.CCN(CC)CC.CCN(CC)CC

Last column: Löwdin charge in e.
Atoms and positions in Å:
O1 -1.56801 1.72098 -5.22736  0.0452
C1 -1.17577 0.95574 -4.17297  -0.1577
O2 -0.52169 -0.32792 -4.46822  0.0154
C2 -1.51770 1.50854 -2.63138  -0.0976
F1 -2.55728 2.57959 -2.85064  0.0304
F2 -2.14787 0.37144 -1.92144  0.0360
C3 -0.13815 2.05528 -1.93968  -0.0996
F3 0.25029 3.30869 -2.68672  0.0346
F4 0.92788 1.06833 -2.25015  0.0461
C4 -0.25757 2.47161 -0.35963  -0.0886
F5 -1.43364 3.41979 -0.27919  0.0288
F6 0.91577 3.34115 0.02999  0.0196
C5 -0.54157 1.24187 0.67896  0.0039
O3 -1.67151 1.35182 1.43459  0.0829
C6 0.31253 -0.12546 0.89748  -0.1699
C7 1.86642 -0.28417 0.45829  -0.1365
F7 2.66583 -0.99250 1.52813  0.0192
F8 1.91228 -1.23266 -0.71759  0.0278
F9 2.60562 0.95905 0.16499  0.0482
C8 0.13202 -0.80617 2.41493  -0.1124
O4 0.11318 -2.30592 2.35853  -0.2074
S1 -0.94859 -2.50989 0.99771  0.9142
O5 -0.79475 -3.85985 0.24799  -0.2740
O6 -2.40257 -2.36054 1.51485  -0.2973
O7 -0.37003 -1.16573 0.05815  -0.2110
H1 -1.20901 -1.03036 -4.69200  0.1492
H2 -0.91129 -0.61833 2.96392  0.1599
H3 0.86749 -0.31288 3.21592  0.1795
C9 2.68747 3.14074 -6.10583  -0.0894
C10 4.12189 3.64980 -5.99876  -0.2691
N1 4.30699 4.71999 -5.01485  -0.1896
C11 5.61755 5.37139 -5.11056  -0.2522
C12 6.85025 4.52812 -4.79627  -0.0950
C13 3.85567 4.43330 -3.65208  -0.2463
C14 4.47293 3.23406 -2.93959  -0.0838
H4 1.99347 3.95637 -6.33530  0.0821
H5 2.61495 2.40240 -6.91166  0.0747
H6 2.35731 2.64885 -5.18584  0.0554
H7 4.39681 4.03136 -6.99152  0.1180
H8 4.78271 2.79727 -5.79791  0.0956
H9 5.62918 6.26249 -4.46966  0.1115
H10 5.72775 5.76275 -6.13025  0.1082
H11 6.96747 4.36715 -3.72405  0.0535
H12 7.74900 5.05146 -5.13836  0.0709
H13 6.83200 3.55619 -5.29813  0.0675
H14 2.76722 4.29283 -3.67253  0.0911
H15 3.99465 5.32434 -3.02501  0.1168
H16 4.55307 2.35564 -3.58490  0.0710
H17 3.84684 2.95279 -2.08519  0.0615
H18 5.46224 3.46744 -2.54208  0.0552
C15 -3.52500 -4.91461 3.09800  -0.0919
C16 -3.81755 -5.34565 4.53215  -0.2660
N2 -3.46471 -4.34524 5.54326  -0.1897
C17 -3.50473 -4.86967 6.91235  -0.2537
C18 -4.85906 -5.31095 7.46054  -0.0948
C19 -4.05143 -3.01504 5.37194  -0.2494
C20 -5.57293 -2.91160 5.33756  -0.0886
H19 -2.47173 -4.64151 2.97319  0.0658
H20 -3.74078 -5.74007 2.41112  0.0792
H21 -4.14501 -4.06719 2.79008  0.0617
H22 -3.22941 -6.25525 4.71503  0.1182
H23 -4.87304 -5.63683 4.60266  0.0958
H24 -3.07243 -4.13001 7.59863  0.1104
H25 -2.82306 -5.72844 6.96631  0.1079
H26 -5.48371 -4.45844 7.72950  0.0537
H27 -4.71141 -5.89640 8.37384  0.0709
H28 -5.40979 -5.94290 6.75756  0.0678
H29 -3.66066 -2.58393 4.44119  0.0952
H30 -3.67115 -2.34342 6.15348  0.1139
H31 -6.03497 -3.69281 4.72870  0.0697
H32 -5.86544 -1.94794 4.90527  0.0736
H33 -6.00178 -2.95032 6.34046  0.0539